Entry 1:
Here is C10H10O3 in the gas phase from the OMol25 dataset. Energies are from ωB97M-V with the def2-TZVPD basis set.

As for the net charge: 0. The calculation puts the electronic energy at -16670.309 eV. The energy relative to the best compared isomer or geometry (same formula, charge and spin) is 3.775 eV. Its highest occupied orbital energy (spin up / spin down) is -7.0 / -6.9 eV. For the gap between HOMO and LUMO (spin up / spin down), the calculation gives 7.10 / 7.08 eV.

XYZ file:
```
23
Properties=species:S:1:pos:R:3:forces:R:3
C 1.607 -2.443 -1.511 -1.03 1.64 1.28
C 0.660 -2.663 -0.518 -0.10 3.18 -1.85
C 1.847 -1.170 -2.004 -1.19 0.21 1.14
C -0.151 -1.598 -0.171 2.40 2.03 -1.94
C 1.196 -0.033 -1.519 -1.72 -1.38 0.90
C 0.116 -0.273 -0.599 1.73 -0.76 0.09
C 1.506 1.357 -1.838 -1.20 1.48 1.05
C -0.683 0.887 -0.034 -3.06 -0.48 -1.55
C 0.118 2.092 0.138 3.19 0.21 -2.52
C -1.465 0.516 1.295 2.97 2.74 1.67
O 1.852 2.041 -2.754 -0.08 -1.18 0.74
O 0.970 2.019 1.251 -0.90 0.43 -1.37
O -0.412 3.274 -0.323 -0.89 0.03 1.12
H 2.143 -3.268 -1.783 1.61 -1.82 -1.18
H 0.484 -3.597 -0.164 -0.42 -2.64 1.11
H 2.501 -0.981 -2.769 1.90 0.01 -1.73
H -0.936 -1.641 0.456 -2.43 -0.88 2.14
H -1.396 1.067 -0.953 0.83 0.15 2.00
H -1.587 1.442 2.034 0.66 -1.55 -1.72
H -0.801 -0.187 1.835 -0.75 0.30 -0.03
H -2.447 0.220 1.251 -2.10 -1.32 -0.77
H 0.700 2.737 1.808 -0.01 0.82 0.93
H 0.094 4.011 -0.715 0.61 -1.20 0.47
```
Positions in Å, forces in eV/Å.


Entry 2:
Here is a molecular structure, C43H43N11O2S3Ti from the OMol25 dataset. Energies are from ωB97M-V with the def2-TZVPD basis set.

As for the net charge: +2. The calculation puts the electronic energy at -121385.473 eV. The energy relative to the best compared isomer or geometry (same formula, charge and spin) is 0.823 eV. Its highest occupied orbital energy is -13.2 eV. For the gap between HOMO and LUMO, the calculation gives 6.44 eV.

XYZ file:
```
103
Properties=species:S:1:pos:R:3:forces:R:3
Ti 0.306 -0.190 -1.552 0.04 0.78 -0.93
N -0.967 -0.921 -5.489 0.04 -0.03 0.00
C -0.272 -1.126 -4.365 -0.07 -0.16 -0.13
S 0.966 0.037 -3.891 0.11 0.06 -0.04
N -0.515 -2.156 -3.609 0.24 0.30 -0.02
N 0.317 -2.062 -2.507 -0.64 -0.26 0.28
C 0.984 -3.074 -2.093 0.18 0.04 -0.04
C 0.989 -4.401 -2.723 -0.14 -0.03 0.03
C 2.204 -5.014 -3.036 0.02 -0.03 -0.05
C 2.212 -6.256 -3.649 -0.02 0.00 0.00
C 1.013 -6.897 -3.928 -0.01 -0.01 0.00
C -0.196 -6.291 -3.616 0.02 0.00 0.00
C -0.215 -5.037 -3.029 0.00 -0.03 0.03
C 1.902 -2.717 -0.992 0.04 0.05 -0.04
C 2.603 -3.653 -0.263 0.04 0.02 0.00
C 3.537 -3.217 0.669 0.00 -0.05 0.01
C 3.728 -1.862 0.840 -0.02 0.06 -0.02
C 2.937 -0.980 0.117 0.00 -0.05 0.06
N 2.039 -1.382 -0.782 -0.18 -0.12 0.13
H -0.655 -0.243 -6.162 -0.01 0.01 0.01
H -1.604 -1.642 -5.792 0.00 -0.01 -0.01
H 3.144 -4.515 -2.836 -0.01 0.02 0.02
H 3.152 -6.723 -3.909 0.01 0.00 0.00
H 1.020 -7.874 -4.394 0.01 0.00 0.00
H -1.128 -6.792 -3.837 0.00 0.00 0.00
H -1.157 -4.556 -2.807 0.02 0.01 -0.01
H 2.425 -4.705 -0.433 0.00 0.00 -0.01
H 4.109 -3.935 1.242 0.01 0.01 0.00
H 4.459 -1.469 1.532 0.00 0.00 0.01
H 3.031 0.079 0.285 -0.01 0.00 0.02
N 1.842 1.425 -1.646 0.04 -0.13 0.09
C 2.312 2.237 -0.475 0.05 -0.06 -0.06
C 1.861 3.679 -0.597 0.01 0.00 0.03
C 0.340 3.821 -0.672 0.03 0.01 0.00
C -0.383 2.960 0.353 -0.22 0.08 -0.21
N -0.540 1.524 -0.046 0.50 -0.44 0.56
H 2.639 1.020 -2.133 0.01 0.01 0.08
H 1.434 2.065 -2.325 0.01 0.02 0.03
H 3.400 2.180 -0.433 0.00 0.04 -0.02
H 1.923 1.783 0.436 0.02 0.04 0.03
H 2.336 4.145 -1.464 -0.01 0.00 0.00
H 2.237 4.214 0.278 -0.03 0.00 0.01
H -0.039 3.583 -1.670 0.00 -0.01 0.00
H 0.078 4.867 -0.507 0.00 0.00 0.01
H -1.376 3.367 0.539 0.00 0.02 -0.03
H 0.149 2.997 1.306 -0.01 0.00 0.00
H -1.527 1.302 -0.106 0.00 0.05 -0.02
H -0.203 0.970 0.749 -0.11 0.04 0.03
N -0.206 -2.327 1.516 -0.06 -0.04 0.09
C -0.947 -2.196 0.405 0.30 0.15 0.05
O -0.720 -1.068 -0.255 -0.16 -0.14 -0.16
C -1.841 -3.161 -0.014 0.25 -0.06 0.18
C -1.967 -4.301 0.828 -0.23 0.01 0.06
N -2.012 -5.151 1.604 0.10 -0.04 -0.05
C -2.616 -3.041 -1.189 -0.07 -0.02 -0.12
N -3.246 -2.941 -2.148 0.00 0.01 0.02
H -0.431 -3.077 2.153 0.03 0.00 0.00
H 0.261 -1.493 1.869 -0.01 0.00 0.02
S -5.403 3.088 -3.187 0.06 -0.04 -0.01
C -3.906 2.155 -2.971 -0.10 0.04 0.03
C -2.668 2.601 -3.432 0.05 -0.03 0.02
C -1.542 1.859 -3.165 -0.03 0.01 0.01
N -1.564 0.711 -2.464 0.00 -0.21 0.08
C -2.764 0.247 -2.090 -0.09 0.01 0.00
C -3.946 0.924 -2.332 0.05 -0.07 -0.02
C -4.901 4.563 -2.308 0.07 0.13 -0.06
C -5.317 4.747 -0.999 0.05 -0.07 0.05
C -4.891 5.887 -0.327 -0.02 -0.06 0.02
N -4.101 6.807 -0.868 0.01 0.02 -0.02
C -3.742 6.639 -2.138 -0.01 0.01 0.01
C -4.121 5.546 -2.903 -0.09 0.00 -0.06
H -2.576 3.511 -4.005 -0.01 0.03 0.03
H -0.580 2.177 -3.541 0.00 0.02 0.01
H -2.783 -0.694 -1.565 0.01 0.03 -0.01
H -4.879 0.496 -1.991 -0.01 0.02 0.00
H -5.949 4.021 -0.507 -0.01 0.00 -0.01
H -5.201 6.057 0.698 0.01 0.02 0.00
H -3.130 7.421 -2.574 0.00 0.00 0.01
H -3.843 5.491 -3.947 0.01 -0.03 -0.01
O 1.040 0.203 2.143 -0.02 0.07 0.02
S 1.112 1.106 3.370 0.01 0.04 -0.04
C -0.036 0.463 4.561 -0.02 -0.04 0.03
C -0.118 -0.898 4.838 0.03 0.01 -0.02
C -1.044 -1.342 5.762 -0.02 0.02 0.02
C -1.874 -0.429 6.410 0.00 -0.01 0.00
C -1.783 0.924 6.131 0.00 0.01 -0.01
C -0.862 1.378 5.194 -0.02 0.03 0.00
C 2.669 0.754 4.154 0.01 -0.09 -0.01
C 3.227 -0.517 4.094 -0.02 0.01 -0.03
C 4.430 -0.752 4.738 0.02 0.02 0.02
C 5.063 0.276 5.430 0.00 -0.02 0.00
C 4.500 1.542 5.476 -0.01 0.01 -0.01
C 3.295 1.789 4.830 -0.01 0.02 0.03
H 0.543 -1.602 4.347 0.01 0.00 0.00
H -1.119 -2.396 5.992 0.00 0.00 -0.01
H -2.592 -0.781 7.137 0.00 0.00 0.00
H -2.428 1.630 6.635 0.00 0.00 0.00
H -0.789 2.434 4.964 0.01 0.00 -0.01
H 2.726 -1.304 3.545 -0.01 -0.01 0.00
H 4.874 -1.739 4.714 0.00 0.00 0.00
H 6.000 0.085 5.935 0.00 0.00 0.00
H 4.997 2.339 6.010 0.00 0.00 0.00
H 2.849 2.776 4.859 0.00 0.00 -0.01
```
Positions in Å, forces in eV/Å.


Entry 3:
Here is C3H2Cl2OS2 in the gas phase from the OMol25 dataset. Energies are from ωB97M-V with the def2-TZVPD basis set.

As for the net charge: 0. The calculation puts the electronic energy at -51904.134 eV. The energy relative to the best compared isomer or geometry (same formula, charge and spin) is 1.454 eV. Its highest occupied orbital energy is -9.5 eV. For the gap between HOMO and LUMO, the calculation gives 9.15 eV.

XYZ file:
```
10
Properties=species:S:1:pos:R:3:forces:R:3
C 0.738 -0.871 0.145 -0.18 1.99 -0.63
C -0.673 -0.385 0.065 0.32 -0.16 -1.08
C -1.107 0.787 -0.407 -3.27 -3.60 2.33
O 1.504 1.647 0.664 0.63 -0.63 0.53
S 1.958 -0.580 -1.162 -0.18 -0.52 0.34
S 2.073 0.282 0.741 -1.40 0.82 -0.68
Cl -1.754 -1.753 0.377 0.16 0.88 0.19
Cl -2.812 1.128 -0.284 0.42 0.19 -0.41
H 0.627 -1.794 0.604 1.03 -1.95 0.65
H -0.554 1.538 -0.743 2.48 2.96 -1.23
```
Positions in Å, forces in eV/Å.


Question: What is the electronic energy in the third record?
Answer: -51904.134 eV